# F2H2O4Si

A single F2H2O4Si molecule (wB97M-V/def2-TZVPD, OMol25).

```
9
F2H2O4Si | OMol25 | wB97M-V/def2-TZVPD
O -1.43 0.75 -0.13
H -1.67 1.72 -0.17
O 1.06 -0.34 -0.55
O 1.83 0.42 -1.35
O -0.72 -1.82 0.59
H -1.09 -2.38 -0.03
F 2.24 1.61 -0.73
Si -0.33 -0.25 0.48
F 0.11 0.29 1.89
```

Computed properties:
* <S²>: 2.008
* 2S+1: 3
* energy relative to the best compared isomer or geometry (same formula, charge and spin): 0.0 kcal per mole
* largest force on an atom: 13.6 eV/Å
* HOMO level (spin up / spin down): -7.412 / -12.316 eV
* total energy: -21531.1269 eV

These are the Mulliken partial charges, in e, on atoms 1 to 4: number 1, O, carries -0.48; number 2, H, carries 0.38; number 3, O, carries -0.14; number 4, O, carries 0.17